Entry from the Open Molecules 2025 dataset: a 8-piece molecular cluster, C64H60ClF18N4O4S overall at a distorted geometry (ωB97M-V/def2-TZVPD).

Geometry (Å):
1 C -2.4174 -1.9994 2.3927
2 C -1.9867 -1.4208 0.9427
3 O -2.5273 -1.8232 -0.1124
4 O -0.9431 -0.3986 0.9729
5 C 0.2788 -1.0218 1.3852
6 O 0.6134 -1.2234 2.5792
7 C 1.2877 -1.4660 0.1982
8 N 0.7499 -1.0636 -1.1649
9 C 0.0365 -2.1224 -1.9319
10 C 1.1150 -2.7206 -2.9917
11 O 2.0449 -3.4299 -2.5532
12 Cl 1.0776 -2.3779 -4.7799
13 C 0.9524 0.1852 -1.5809
14 N 0.4853 0.7652 -2.8724
15 C 0.1538 2.1576 -2.4317
16 C -0.5828 3.1809 -3.4042
17 C -2.1312 3.3737 -2.9204
18 C -3.1257 2.3220 -3.6124
19 F -2.6251 0.9608 -3.5751
20 F -3.0693 2.6557 -5.0261
21 C -4.6641 2.4572 -3.2180
22 F -5.4930 1.5497 -3.9608
23 F -5.0870 3.7629 -3.6550
24 S -5.1122 2.3120 -1.4219
25 F -5.7720 0.7726 -1.7059
26 F -6.6240 3.0000 -1.7711
27 F -4.5617 3.8360 -1.0285
28 F -3.7025 1.5449 -0.9761
29 F -5.6367 2.1572 0.1570
30 C 1.6255 2.5067 -1.8184
31 C 2.7559 2.3318 -2.9869
32 C 2.6645 3.3240 -4.1331
33 C 3.6636 3.2291 -5.3093
34 C 4.6821 2.0908 -5.0723
35 C 4.5901 1.2489 -3.8067
36 N 3.6648 1.2691 -2.7255
37 C 1.5487 3.8838 -1.0211
38 F 0.2343 3.9100 -0.4034
39 F 1.5818 5.0556 -1.8369
40 C 2.5835 4.1060 0.1695
41 F 2.5731 3.0945 1.1827
42 F 2.1298 5.2961 0.8518
43 C 4.1096 4.3759 -0.2202
44 F 4.5225 5.5995 0.4203
45 F 4.3850 4.5546 -1.5932
46 C 5.1543 3.2632 0.3493
47 F 4.8693 1.9505 -0.0838
48 F 5.3669 3.3802 1.7474
49 F 6.4158 3.6092 -0.2488
50 N 1.6600 1.2784 -0.9351
51 H -1.5205 -2.6346 2.7474
52 H -3.3885 -2.5929 2.3430
53 H -2.4734 -1.0731 3.0777
54 H 1.4011 -2.6057 0.1558
55 H 2.3134 -0.9431 0.2802
56 H -0.8502 -1.7533 -2.5487
57 H -0.3076 -2.9939 -1.2542
58 H -0.2741 0.1912 -3.2673
59 H -0.6652 1.9422 -1.6382
60 H -0.1577 4.2367 -3.4513
61 H -0.5823 2.7230 -4.4641
62 H -2.1991 3.4156 -1.7828
63 H -2.4341 4.4086 -3.3449
64 H 1.8699 4.1398 -4.1406
65 H 3.7136 3.9025 -6.2257
66 H 5.4993 1.8849 -5.8421
67 H 5.4129 0.4437 -3.6896
68 H 2.5340 1.0898 -0.4328
69 C 1.4100 -5.4637 -9.3639
70 C 1.3989 -4.7229 -8.1861
71 C 2.5462 -4.6431 -7.4026
72 C 3.7083 -5.2967 -7.8023
73 C 3.7203 -6.0344 -8.9820
74 C 2.5703 -6.1217 -9.7608
75 H 0.5144 -5.5285 -9.9729
76 H 0.4945 -4.2077 -7.8780
77 H 2.5355 -4.0709 -6.4807
78 H 4.6043 -5.2306 -7.1940
79 H 4.6268 -6.5426 -9.2944
80 H 2.5785 -6.7013 -10.6775
81 C 11.2945 1.3592 2.0210
82 C 11.4600 1.7176 0.6867
83 C 10.4239 2.3428 -0.0003
84 C 9.2247 2.6186 0.6505
85 C 9.0607 2.2636 1.9860
86 C 10.0935 1.6300 2.6704
87 H 12.1013 0.8687 2.5554
88 H 12.3973 1.5086 0.1814
89 H 10.5509 2.6161 -1.0426
90 H 8.4207 3.1094 0.1177
91 H 8.1260 2.4803 2.4940
92 H 9.9634 1.3485 3.7099
93 C -1.9538 -5.7143 4.0053
94 C -2.7061 -6.8360 4.3409
95 C -2.8653 -7.1937 5.6760
96 C -2.2798 -6.4238 6.6774
97 C -1.5307 -5.3002 6.3425
98 C -1.3637 -4.9472 5.0069
99 H -1.8269 -5.4372 2.9636
100 H -3.1681 -7.4324 3.5607
101 H -3.4462 -8.0719 5.9369
102 H -2.4080 -6.7001 7.7185
103 H -1.0758 -4.6993 7.1234
104 H -0.7747 -4.0738 4.7456
105 C -1.2096 8.1366 -2.3222
106 C 0.0712 7.7020 -1.9935
107 C 1.1611 8.5490 -2.1699
108 C 0.9688 9.8351 -2.6664
109 C -0.3123 10.2708 -2.9915
110 C -1.4011 9.4206 -2.8237
111 H -2.0591 7.4745 -2.1875
112 H 0.2195 6.7035 -1.6005
113 H 2.1603 8.2077 -1.9197
114 H 1.8177 10.4974 -2.7994
115 H -0.4620 11.2740 -3.3770
116 H -2.3987 9.7589 -3.0824
117 C -6.3058 -1.6472 2.4232
118 C -6.5553 -2.6771 3.3256
119 C -7.1410 -2.3977 4.5566
120 C -7.4864 -1.0890 4.8815
121 C -7.2403 -0.0597 3.9776
122 C -6.6462 -0.3376 2.7503
123 H -5.8459 -1.8649 1.4642
124 H -6.2921 -3.6986 3.0694
125 H -7.3293 -3.1996 5.2626
126 H -7.9474 -0.8717 5.8393
127 H -7.5112 0.9603 4.2308
128 H -6.4494 0.4658 2.0480
129 C -5.7936 0.9956 7.5592
130 C -6.0431 -0.0340 8.4614
131 C -6.6287 0.2452 9.6924
132 C -6.9740 1.5539 10.0175
133 C -6.7279 2.5830 9.1138
134 C -6.1338 2.3050 7.8864
135 H -5.3338 0.7779 6.6006
136 H -5.7800 -1.0554 8.2050
137 H -6.8171 -0.5567 10.3983
138 H -7.4351 1.7711 10.9752
139 H -6.9987 3.6030 9.3667
140 H -5.9371 3.1084 7.1843
141 C 1.5039 -7.9641 -0.1857
142 C 1.2565 -8.9948 0.7160
143 C 0.6707 -8.7178 1.9478
144 C 0.3229 -7.4103 2.2741
145 C 0.5670 -6.3801 1.3708
146 C 1.1613 -6.6557 0.1427
147 H 1.9637 -8.1801 -1.1443
148 H 1.5214 -10.0151 0.4588
149 H 0.4842 -9.5206 2.6530
150 H -0.1375 -7.1949 3.2313
151 H 0.2941 -5.3598 1.6254
152 H 1.3568 -5.8513 -0.5596

Forces on the atoms, in the same order (eV/Å):
C 1.283 1.177 -0.615
C -3.211 -2.525 -1.171
O 2.918 2.375 3.747
O 0.875 -2.423 0.004
C 1.703 -0.500 3.571
O -1.704 0.986 -5.464
C -0.046 0.524 -0.569
N 0.348 0.479 0.913
C -0.191 -0.484 -2.167
C 3.325 -2.708 1.933
O -3.778 2.914 -1.676
Cl -0.531 0.080 1.864
C 0.697 3.447 -2.554
N 0.118 -2.269 2.994
C -1.053 0.737 0.644
C -0.908 -0.970 -0.761
C 0.312 0.531 -0.806
C 1.910 0.214 -2.045
F -1.378 2.819 0.393
F -0.438 -0.905 2.937
C -1.873 0.781 -3.983
F 2.587 2.311 1.958
F 1.438 -3.128 1.322
S -3.943 -1.094 3.467
F 1.279 2.661 0.628
F 2.758 -1.315 0.468
F -0.173 -2.635 -0.880
F -1.560 1.612 -0.861
F 1.132 0.310 -2.492
C -1.250 -1.328 -1.353
C -0.091 1.316 -0.365
C 2.371 -1.793 -0.853
C 0.521 -3.308 4.111
C -2.650 1.303 1.621
C 0.428 0.033 -0.747
N -0.069 4.062 -4.985
C -1.848 0.455 0.734
F 2.826 -0.016 -1.152
F 0.386 -3.097 1.564
C -0.636 1.992 2.475
F -0.162 1.737 -2.700
F 0.903 -2.889 -1.807
C 2.205 1.881 0.333
F -1.052 -3.046 -1.569
F -1.179 -0.716 2.857
C 2.867 0.265 -0.098
F 0.316 3.041 1.502
F -1.109 -0.823 -3.856
F -3.415 -0.944 1.426
N -1.045 -1.745 -0.644
H -1.584 0.893 -0.408
H 1.482 0.944 -0.101
H -0.071 -1.650 -0.911
H 0.023 1.762 0.400
H -1.662 -1.157 0.431
H 1.051 -0.199 1.269
H 0.710 1.684 -1.062
H 0.215 0.726 0.104
H 1.868 1.075 -0.548
H -0.258 -1.663 0.245
H 0.038 0.981 1.531
H -0.012 -0.218 -1.615
H 0.136 -1.806 0.807
H 1.304 -1.395 0.157
H -0.284 -1.009 1.562
H -1.283 0.221 1.412
H -1.543 1.448 -0.240
H -0.511 -0.143 -0.287
C 0.066 0.000 0.031
C 0.085 -0.035 0.003
C 0.017 -0.047 -0.114
C -0.079 0.008 -0.040
C -0.056 0.031 0.029
C -0.013 0.073 0.092
H 0.081 0.004 0.054
H 0.053 -0.059 -0.031
H 0.044 -0.088 -0.097
H -0.073 -0.016 -0.052
H -0.092 0.043 0.034
H 0.000 0.054 0.075
C -0.085 0.042 -0.034
C -0.062 0.002 0.014
C -0.010 -0.038 0.132
C 0.149 -0.065 0.014
C 0.061 -0.038 -0.062
C 0.018 0.017 -0.086
H -0.071 0.049 -0.048
H -0.087 0.014 0.050
H 0.003 -0.004 0.087
H 0.229 -0.068 0.082
H 0.080 -0.008 -0.028
H 0.019 0.033 -0.079
C -0.108 0.141 0.235
C -0.022 0.027 0.028
C 0.058 0.098 -0.024
C 0.015 0.020 -0.106
C -0.006 -0.029 -0.014
C -0.123 -0.105 -0.059
H -0.039 -0.051 0.059
H 0.059 0.041 0.064
H 0.042 0.082 -0.027
H 0.019 0.027 -0.095
H -0.037 -0.064 -0.077
H -0.012 -0.046 0.054
C 0.100 0.079 -0.054
C -0.092 0.082 -0.065
C -0.077 0.026 -0.039
C -0.057 -0.076 0.007
C 0.014 -0.081 0.024
C 0.058 -0.041 0.015
H 0.040 0.070 0.018
H -0.097 0.217 0.020
H -0.067 0.038 0.009
H -0.080 -0.056 0.015
H 0.013 -0.103 0.038
H 0.083 -0.018 0.031
C 0.002 0.027 0.099
C 0.041 0.056 0.014
C 0.017 0.090 -0.045
C 0.031 -0.048 -0.061
C 0.040 -0.056 -0.012
C 0.017 -0.051 0.056
H -0.070 0.014 0.029
H -0.036 0.074 0.027
H 0.000 0.063 -0.068
H 0.052 -0.001 -0.079
H 0.021 -0.096 -0.011
H -0.044 -0.067 0.042
C -0.031 0.045 0.069
C -0.014 0.061 0.021
C -0.002 0.081 -0.065
C 0.045 -0.031 -0.085
C 0.016 -0.060 -0.009
C -0.026 -0.098 0.056
H -0.049 0.001 0.068
H -0.012 0.086 0.019
H 0.007 0.066 -0.061
H 0.043 -0.016 -0.085
H 0.030 -0.097 -0.020
H -0.020 -0.055 0.055
C -0.026 0.026 0.043
C -0.021 0.083 0.022
C 0.026 0.106 -0.123
C 0.079 -0.051 -0.019
C 0.049 -0.172 -0.076
C -0.067 -0.055 0.092
H -0.039 0.019 0.087
H -0.015 0.104 0.022
H 0.009 0.077 -0.057
H 0.110 -0.062 -0.108
H 0.023 -0.051 0.038
H 0.025 -0.066 0.000

- Charge: +1
- HOMO-LUMO gap: 6.94 eV
- HOMO: -10.5 eV
- LUMO: -3.6 eV
- Energy relative to the best compared isomer or geometry (same formula, charge and spin): 246.0 kcal per mole



Entry from the Open Molecules 2025 dataset: C64H64AsCsN2O6S as an isolated structure at a distorted geometry (ωB97M-V/def2-TZVPD).

Geometry (Å):
1 Cs 0.1771 -0.1502 0.3768
2 C -2.7440 3.8744 -0.9333
3 C -3.0904 2.4211 -1.0406
4 C -3.3587 1.6776 0.1015
5 C -3.6452 0.3172 0.0352
6 C -3.8437 -0.4688 1.2947
7 C -3.6576 -0.2956 -1.2087
8 C -3.3979 0.4179 -2.3662
9 C -3.3177 -0.2702 -3.6947
10 C -3.1288 1.7768 -2.2711
11 H -1.8722 4.0286 -0.2984
12 H -3.5703 4.4374 -0.4913
13 H -2.5168 4.3053 -1.9079
14 H -3.3248 2.1718 1.0646
15 H -2.8856 -0.6819 1.7792
16 H -4.3477 -1.4166 1.0968
17 H -4.4441 0.0894 2.0142
18 H -3.8291 -1.3638 -1.2670
19 H -2.3063 -0.6377 -3.8802
20 H -3.5740 0.4189 -4.5005
21 H -4.0014 -1.1188 -3.7464
22 H -2.8971 2.3397 -3.1693
23 O -0.8013 -1.1739 -1.6898
24 S 0.1680 -1.8630 -2.5250
25 O 0.3065 -1.3859 -3.8975
26 N 1.4588 -1.9861 -1.6998
27 C 2.5756 -2.6274 -2.0964
28 C 2.7680 -3.3077 -3.2771
29 C 3.9860 -3.9671 -3.5392
30 C 5.0250 -3.9495 -2.6526
31 C 4.8792 -3.2283 -1.4341
32 C 5.9187 -3.1319 -0.4757
33 C 5.7185 -2.3974 0.6563
34 C 4.4701 -1.7498 0.8193
35 N 3.4949 -1.8188 -0.0401
36 C 3.6751 -2.5668 -1.1554
37 C -0.5282 -3.5079 -2.6695
38 C -1.0216 -3.9768 -3.8712
39 C -1.6340 -5.2234 -3.9239
40 C -1.7445 -5.9935 -2.7803
41 C -1.2295 -5.5239 -1.5767
42 C -0.6213 -4.2826 -1.5214
43 H 1.9884 -3.3310 -4.0270
44 H 4.0862 -4.4916 -4.4829
45 H 5.9630 -4.4506 -2.8580
46 H 6.8576 -3.6407 -0.6658
47 H 6.4782 -2.2925 1.4199
48 H 4.2908 -1.1456 1.7033
49 H -0.9195 -3.3584 -4.7510
50 H -2.0277 -5.5905 -4.8635
51 H -2.2302 -6.9609 -2.8198
52 H -1.3061 -6.1244 -0.6797
53 H -0.2141 -3.9068 -0.5939
54 C 2.9492 3.0778 6.0813
55 C 1.4858 2.8745 5.6970
56 C 0.5516 3.3313 6.8159
57 O 1.1782 3.5854 4.5201
58 C 0.7484 2.6961 3.4707
59 C 0.9594 1.2793 4.0376
60 O 1.2675 1.5137 5.4271
61 C -0.2351 0.2646 3.9856
62 O -0.4858 -0.0917 2.7029
63 C 0.1162 -1.0014 4.7808
64 C 1.3948 -1.3956 5.1635
65 C 1.6137 -2.6363 5.7502
66 C 0.5627 -3.5068 5.9718
67 C -0.7178 -3.1290 5.5877
68 C -0.9289 -1.8977 4.9980
69 C -1.4677 0.9149 4.6446
70 C -1.7173 0.9141 6.0108
71 C -2.8605 1.5057 6.5271
72 C -3.7710 2.1244 5.6822
73 C -3.5322 2.1300 4.3183
74 C -2.3976 1.5183 3.8105
75 C 1.4733 3.1087 2.1516
76 O 1.0694 2.3190 1.1358
77 C 1.0622 4.5693 1.8072
78 C -0.2823 4.9383 1.9061
79 C -0.7258 6.1834 1.4973
80 C 0.1647 7.1062 0.9620
81 C 1.4923 6.7525 0.8305
82 C 1.9311 5.4990 1.2446
83 C 3.0019 3.0195 2.3697
84 C 3.6962 1.9515 1.8056
85 C 5.0690 1.8356 1.9523
86 C 5.7843 2.7903 2.6595
87 C 5.1075 3.8535 3.2332
88 C 3.7313 3.9559 3.0964
89 H 3.1907 4.1385 6.1526
90 H 3.6000 2.6246 5.3422
91 H 3.1360 2.6218 7.0549
92 H 0.7987 4.3556 7.0985
93 H 0.6570 2.6978 7.6972
94 H -0.4764 3.2986 6.4742
95 H -0.3244 2.8376 3.3088
96 H 1.8084 0.8064 3.5241
97 H 2.2345 -0.7352 5.0169
98 H 2.6235 -2.9115 6.0372
99 H 0.7391 -4.4733 6.4284
100 H -1.5541 -3.8011 5.7434
101 H -1.9233 -1.6155 4.6740
102 H -1.0115 0.4398 6.6802
103 H -3.0359 1.4879 7.5969
104 H -4.6620 2.5939 6.0838
105 H -4.2332 2.6022 3.6392
106 H -2.1914 1.4742 2.7520
107 H -1.0064 4.2359 2.2914
108 H -1.7760 6.4297 1.5955
109 H -0.1844 8.0804 0.6332
110 H 2.1991 7.4439 0.3860
111 H 2.9724 5.2461 1.1193
112 H 3.1239 1.2252 1.2491
113 H 5.5843 0.9975 1.4967
114 H 6.8597 2.7082 2.7610
115 H 5.6463 4.6072 3.7986
116 H 3.2061 4.7804 3.5607
117 C 2.5750 1.3067 -3.7286
118 As 1.9520 1.4922 -1.8665
119 C 3.0824 3.0477 -1.4613
120 C 0.2143 2.4141 -2.1717
121 C 0.3686 3.6804 -2.9172
122 C 0.3527 3.7294 -4.3105
123 C 0.5093 4.9339 -4.9789
124 C 0.6780 6.1126 -4.2670
125 C 0.6892 6.0747 -2.8803
126 C 0.5357 4.8730 -2.2119
127 H 2.5892 2.2611 -4.2565
128 H 1.9669 0.5704 -4.2533
129 H 3.5951 0.9254 -3.6490
130 H 3.0481 3.7762 -2.2745
131 H 4.1048 2.6804 -1.3402
132 H 2.7534 3.4882 -0.5260
133 H -0.2059 2.5747 -1.1827
134 H -0.4173 1.6924 -2.6938
135 H 0.2139 2.8120 -4.8674
136 H 0.4971 4.9470 -6.0628
137 H 0.7966 7.0549 -4.7904
138 H 0.8126 6.9833 -2.3037
139 H 0.5597 4.8541 -1.1299

Forces on the atoms, in the same order (eV/Å):
Cs 0.891 0.483 0.627
C -0.101 0.200 -0.013
C -0.048 -0.186 -0.022
C -0.013 0.040 -0.056
C 0.145 0.167 0.040
C -0.115 -0.169 0.154
C -0.099 -0.109 0.119
C 0.071 0.134 -0.124
C -0.098 -0.026 -0.182
C 0.034 0.039 0.036
H 0.088 -0.027 0.074
H 0.003 0.041 0.001
H -0.006 0.010 -0.041
H -0.008 0.011 0.091
H 0.053 0.027 0.008
H 0.018 -0.015 -0.034
H -0.002 0.015 0.046
H -0.016 -0.070 -0.031
H 0.043 -0.013 0.064
H -0.004 0.016 -0.059
H 0.014 -0.055 0.015
H -0.009 0.020 -0.050
O -0.762 -0.743 -2.166
S -0.519 -0.301 -0.620
O -0.050 -0.035 0.291
N -0.232 0.094 0.210
C 0.246 0.168 0.165
C 0.284 -0.354 -0.372
C -0.019 0.027 0.002
C -0.012 0.069 0.126
C 0.402 -0.291 -0.169
C -0.107 0.046 -0.045
C -0.138 0.011 -0.058
C 0.227 0.057 0.216
N -0.071 -0.131 0.089
C -0.238 0.213 -0.137
C 0.052 -0.005 0.084
C -0.008 -0.032 -0.076
C -0.025 0.021 -0.128
C 0.003 -0.070 0.127
C -0.013 -0.036 -0.015
C -0.014 -0.042 0.004
H -0.008 0.039 0.050
H 0.051 -0.035 0.001
H 0.007 -0.033 -0.038
H 0.012 0.001 0.016
H 0.032 -0.015 -0.015
H 0.002 0.021 0.047
H -0.018 0.054 -0.069
H -0.009 -0.004 -0.029
H 0.007 -0.016 -0.011
H -0.005 -0.023 0.021
H 0.022 0.067 0.086
C -0.078 0.062 0.161
C -0.049 0.036 0.018
C 0.201 0.094 -0.007
O -0.063 -0.025 0.134
C -0.266 0.112 0.163
C 0.182 0.126 0.128
O 0.085 -0.192 0.011
C 0.053 0.310 -0.238
O -0.513 0.039 1.986
C 0.089 -0.236 -0.046
C -0.157 0.097 -0.013
C 0.140 0.031 0.020
C 0.035 -0.135 0.047
C -0.094 -0.054 0.007
C -0.012 -0.109 -0.019
C 0.062 0.116 0.003
C 0.046 0.014 0.124
C -0.038 0.038 0.079
C -0.118 0.048 0.162
C -0.015 0.010 -0.182
C 0.022 0.042 0.000
C 0.026 -0.233 -0.194
O -0.043 0.278 -0.106
C -0.091 -0.074 0.129
C 0.036 0.040 -0.046
C 0.008 -0.001 0.004
C -0.232 0.189 -0.072
C 0.170 -0.094 -0.067
C -0.025 0.039 -0.002
C -0.003 -0.054 0.083
C -0.156 0.107 0.130
C 0.100 -0.117 -0.062
C 0.118 -0.019 -0.009
C -0.030 0.120 0.087
C -0.022 0.114 0.035
H -0.048 0.083 -0.035
H 0.037 -0.086 -0.096
H -0.005 -0.080 0.021
H -0.002 0.069 -0.014
H 0.039 -0.093 -0.014
H -0.148 -0.047 -0.079
H 0.198 -0.020 0.009
H -0.048 -0.009 0.118
H 0.074 0.120 -0.020
H -0.034 -0.035 -0.001
H -0.008 -0.026 0.019
H -0.008 -0.027 0.003
H -0.005 -0.019 -0.002
H 0.045 -0.011 0.014
H -0.021 0.006 0.021
H -0.002 -0.005 0.017
H -0.050 0.026 0.008
H 0.021 0.002 -0.126
H -0.040 -0.047 0.022
H -0.043 0.034 -0.022
H 0.021 -0.043 0.027
H 0.025 0.022 0.006
H 0.103 -0.016 -0.030
H -0.089 -0.081 -0.189
H 0.030 -0.009 -0.005
H 0.040 -0.017 -0.002
H 0.017 -0.022 -0.013
H 0.015 0.013 -0.007
C -0.009 0.027 0.124
As 0.562 0.264 -0.115
C 0.059 -0.091 -0.242
C 0.141 -0.335 -0.205
C -0.300 0.147 0.097
C 0.000 0.031 0.037
C 0.008 0.002 -0.080
C 0.009 0.126 -0.134
C 0.000 0.048 0.094
C 0.057 0.087 -0.078
H -0.014 -0.011 -0.056
H -0.012 0.011 -0.013
H 0.015 -0.012 -0.086
H 0.046 0.038 0.069
H -0.030 0.036 0.005
H -0.071 0.002 0.062
H 0.097 0.043 0.200
H 0.075 -0.005 -0.053
H -0.017 -0.066 -0.033
H -0.003 0.031 -0.009
H -0.001 -0.017 0.004
H 0.017 0.039 -0.008
H -0.047 -0.047 0.096

- Charge: -2
- HOMO-LUMO gap: 6.14 eV
- HOMO: -2.5 eV
- LUMO: 3.6 eV
- Energy relative to the best compared isomer or geometry (same formula, charge and spin): 26.9 kcal per mole